## 1
{
  "formula": "C2H5N3",
  "method": "ωB97M-V with the def2-TZVPD basis set",
  "homo_lumo_gap_ev": 9.81,
  "smiles": "[H]/N=C\\N/C=N/[H]",
  "symbols": ["C", "C", "H", "H", "H", "H", "H", "N", "N", "N"],
  "xyz": [[-1.265, 0.560, 0.035], [0.972, -0.119, -0.103], [-1.492, -1.528, -0.173], [-2.110, 1.379, -0.023], [0.428, 1.766, 0.495], [0.375, -1.176, -0.239], [2.698, -0.987, -0.158], [-2.007, -0.641, 0.138], [0.115, 0.852, -0.156], [2.287, -0.106, 0.184]],
  "lowdin_charge": [-0.22, -0.38, 0.02, 0.13, 0.24, 0.14, 0.03, 0.02, -0.03, 0.04]
}



## 2
{
  "formula": "C2H5N3",
  "method": "ωB97M-V with the def2-TZVPD basis set",
  "homo_lumo_gap_ev": 10.54,
  "smiles": "[H]/N=N\\C.C#N",
  "symbols": ["C", "C", "N", "N", "N", "H", "H", "H", "H", "H"],
  "xyz": [[2.256, -0.184, -0.189], [-0.668, -0.360, -0.038], [2.843, -0.950, -0.807], [-1.761, 1.281, 0.922], [-0.863, 0.474, 0.986], [-1.316, -0.322, -0.993], [0.379, -0.231, -0.400], [-0.626, -1.459, 0.290], [2.003, 0.587, 0.259], [-2.249, 1.164, -0.030]],
  "lowdin_charge": [-0.08, -0.22, 0.11, 0.06, -0.18, 0.11, 0.01, 0.12, -0.02, 0.07]
}



## 3
{
  "formula": "C2H5N3",
  "method": "ωB97M-V with the def2-TZVPD basis set",
  "homo_lumo_gap_ev": 8.65,
  "symbols": ["C", "C", "H", "H", "H", "H", "H", "N", "N", "N"],
  "xyz": [[-0.553, -1.719, -0.681], [0.619, 1.351, 0.621], [-1.206, -1.911, -1.479], [-0.613, -2.505, 0.154], [-0.095, -0.655, 1.456], [0.736, 1.427, 1.768], [0.051, 2.201, -1.101], [0.006, -0.507, -0.864], [0.715, -0.053, 0.164], [0.341, 2.371, -0.039]],
  "lowdin_charge": [-0.05, -0.38, 0.02, 0.09, 0.24, 0.11, 0.10, -0.10, -0.09, 0.05]
}



Which structure wins on stability? 1 wins.



## 1
{
  "formula": "C19H20N2O5S",
  "method": "ωB97M-V with the def2-TZVPD basis set",
  "homo_lumo_gap_ev": 7.73,
  "symbols": ["C", "H", "O", "C", "C", "C", "C", "C", "C", "H", "H", "C", "N", "C", "C", "O", "C", "H", "H", "H", "C", "H", "H", "S", "O", "C", "C", "O", "N", "H", "C", "C", "C", "C", "C", "O", "H", "H", "H", "H", "H", "H", "H", "H", "H", "H", "H"],
  "xyz": [[-6.395, -1.749, 0.163], [-7.220, -2.002, 0.589], [-5.666, -0.668, 0.834], [-4.569, -0.296, 0.432], [-4.032, 0.530, 1.139], [-2.903, 1.190, 1.031], [-2.260, 0.765, -0.014], [-2.753, -0.056, -1.129], [-4.002, -0.627, -0.789], [-4.319, -1.447, -1.363], [-2.268, -0.183, -1.882], [-0.998, 1.582, -0.592], [-0.261, 2.225, 0.082], [0.925, 2.708, -0.411], [0.960, 1.778, -1.666], [-0.253, 1.045, -1.441], [2.029, 1.430, -2.542], [1.799, 0.576, -2.994], [3.092, 1.727, -2.220], [1.893, 2.420, -3.235], [1.863, 3.546, -0.002], [1.336, 4.352, 0.934], [2.443, 4.187, -0.643], [3.166, 2.703, 1.232], [3.832, 1.870, -0.134], [2.212, 1.699, 2.169], [1.371, 0.284, 1.639], [0.345, 0.300, 2.108], [1.898, -0.236, 0.766], [2.865, 0.143, 0.322], [1.426, -1.290, 0.018], [2.412, -2.503, -0.135], [3.312, -2.810, -1.000], [4.055, -4.031, -0.531], [3.634, -4.153, 0.778], [2.724, -3.027, 1.123], [4.010, -4.763, 1.366], [4.842, -4.423, -0.760], [3.306, -2.386, -1.988], [0.922, -1.061, -0.843], [0.664, -1.781, 0.871], [2.653, 1.387, 3.207], [1.319, 2.331, 2.645], [-2.445, 1.874, 1.646], [-4.700, 1.049, 2.112], [-5.671, -2.714, -0.007], [-6.593, -1.492, -0.885]],
  "lowdin_charge": [0.01, 0.01, 0.00, -0.51, -0.08, -0.04, -0.07, 0.08, 0.05, 0.09, 0.01, -0.38, 0.15, -0.29, -0.11, 0.08, -0.02, 0.03, 0.11, 0.15, -0.25, 0.18, 0.09, 1.00, -0.62, -0.37, -0.70, 0.14, 0.08, 0.21, -0.06, -0.26, -0.02, 0.03, 0.03, 0.01, 0.03, 0.00, 0.11, 0.09, 0.20, 0.11, 0.13, 0.12, 0.22, 0.15, 0.09]
}



## 2
{
  "formula": "C19H20N2O5S",
  "method": "ωB97M-V with the def2-TZVPD basis set",
  "homo_lumo_gap_ev": 8.49,
  "smiles": "O=C(OCC(=O)N1CCCC1)c1ccc(S(=O)(=O)Nc2ccccc2)cc1",
  "symbols": ["O", "C", "O", "C", "H", "H", "C", "O", "N", "C", "C", "H", "C", "C", "H", "H", "H", "H", "H", "H", "H", "C", "C", "C", "C", "C", "C", "H", "H", "S", "O", "O", "N", "C", "C", "C", "C", "C", "C", "H", "H", "H", "H", "H", "H", "H", "H"],
  "xyz": [[-2.304, -1.570, 1.709], [-1.778, -1.208, 0.689], [-2.302, -1.399, -0.530], [-3.564, -2.051, -0.577], [-3.764, -2.228, -1.637], [-3.517, -3.007, -0.047], [-4.732, -1.269, 0.041], [-5.631, -1.861, 0.604], [-4.731, 0.065, -0.102], [-3.836, 0.903, -0.874], [-4.667, 2.156, -1.143], [-5.328, 1.992, -1.995], [-5.486, 2.285, 0.140], [-5.832, 0.836, 0.465], [-6.769, 0.522, -0.006], [-5.911, 0.635, 1.535], [-4.872, 2.715, 0.931], [-6.374, 2.900, 0.013], [-4.046, 3.027, -1.341], [-2.945, 1.159, -0.286], [-3.517, 0.402, -1.790], [-0.477, -0.485, 0.633], [0.043, 0.000, -0.566], [1.245, 0.684, -0.564], [1.917, 0.869, 0.629], [1.415, 0.396, 1.827], [0.210, -0.284, 1.829], [-0.219, -0.667, 2.742], [1.977, 0.567, 2.731], [3.452, 1.792, 0.615], [4.107, 1.643, 1.878], [3.187, 3.109, 0.118], [4.309, 1.045, -0.618], [5.057, -0.116, -0.437], [6.174, -0.365, -1.231], [6.888, -1.538, -1.075], [6.505, -2.469, -0.125], [5.396, -2.221, 0.666], [4.668, -1.055, 0.512], [3.808, -0.860, 1.131], [5.091, -2.941, 1.410], [7.068, -3.382, -0.002], [7.753, -1.720, -1.696], [6.476, 0.365, -1.968], [4.682, 1.710, -1.278], [1.670, 1.079, -1.473], [-0.496, -0.161, -1.486]],
  "lowdin_charge": [0.15, -0.45, -0.02, -0.05, 0.14, 0.14, -0.45, 0.08, -0.04, -0.14, -0.16, 0.12, -0.16, -0.13, 0.13, 0.13, 0.11, 0.11, 0.11, 0.12, 0.13, -0.11, 0.01, -0.04, -0.28, -0.04, 0.02, 0.13, 0.12, 0.66, -0.27, -0.28, -0.06, -0.29, -0.03, -0.09, -0.10, -0.07, -0.03, 0.09, 0.11, 0.10, 0.10, 0.11, 0.12, 0.12, 0.12]
}



Which structure wins on stability? 2 wins.



## 1
{
  "formula": "C2H5N3O2S",
  "method": "ωB97M-V with the def2-TZVPD basis set",
  "homo_lumo_gap_ev": 8.80,
  "smiles": "C=NO/C(=N/S)NO",
  "symbols": ["C", "C", "H", "H", "H", "H", "H", "N", "N", "N", "O", "O", "S"],
  "xyz": [[0.386, 0.121, 0.019], [-2.838, -0.532, 0.277], [2.902, 1.697, -0.393], [0.226, 2.081, -0.287], [-2.969, 0.196, 1.287], [-3.792, -0.984, -0.227], [2.327, -2.742, -0.500], [1.023, 1.336, -0.392], [-1.780, -0.637, -0.476], [0.777, -1.092, 0.329], [2.192, 1.796, 0.305], [-0.865, 0.281, 0.046], [2.410, -1.521, 0.012]],
  "lowdin_charge": [-0.60, -0.02, 0.12, 0.18, 0.15, 0.10, -0.18, 0.00, 0.04, -0.29, -0.08, -0.11, 0.68]
}



## 2
{
  "formula": "C2H5N3O2S",
  "method": "ωB97M-V with the def2-TZVPD basis set",
  "homo_lumo_gap_ev": 8.72,
  "symbols": ["C", "C", "H", "H", "H", "H", "H", "N", "N", "N", "O", "O", "S"],
  "xyz": [[0.435, 0.710, -0.028], [-1.950, -1.148, -0.033], [2.570, -1.646, 1.305], [2.695, 1.713, -0.041], [0.174, 1.920, 1.364], [-2.170, 0.736, -1.064], [-3.049, -1.400, -0.218], [1.808, 0.457, -0.117], [-0.234, 1.622, 0.486], [-1.646, -0.066, -0.964], [-0.164, -0.036, -0.944], [-1.115, -1.803, 0.612], [2.644, -1.059, -0.358]],
  "lowdin_charge": [-0.71, -0.25, 0.02, 0.31, 0.06, 0.09, 0.14, -0.46, 0.15, 0.10, -0.07, 0.02, 0.60]
}



Which structure wins on stability? 1 wins.



## 1
{
  "formula": "C2H4BrP",
  "method": "ωB97M-V with the def2-TZVPD basis set",
  "homo_lumo_gap_ev": [7.24, 6.41],
  "symbols": ["C", "C", "P", "Br", "H", "H", "H", "H"],
  "xyz": [[-0.095, 1.333, 0.365], [-0.737, 0.244, -0.124], [0.192, -1.183, -0.801], [1.086, -3.919, -0.113], [0.923, 1.526, 0.733], [-0.719, 2.198, 0.448], [-1.852, 0.476, -0.525], [1.201, -0.675, 0.018]],
  "lowdin_charge": [-0.07, -0.52, 0.77, -0.26, 0.07, 0.04, 0.10, -0.13]
}



## 2
{
  "formula": "C2H4BrP",
  "method": "ωB97M-V with the def2-TZVPD basis set",
  "homo_lumo_gap_ev": 10.24,
  "smiles": "BrP1CC1",
  "symbols": ["C", "C", "P", "Br", "H", "H", "H", "H"],
  "xyz": [[0.316, -0.119, 0.765], [0.123, -0.247, -0.746], [1.576, -1.146, -0.047], [3.193, 0.199, 0.018], [0.576, 0.762, 1.242], [-0.475, -0.522, 1.373], [-0.553, -0.850, -1.234], [0.235, 0.625, -1.379]],
  "lowdin_charge": [-0.46, -0.40, 0.42, 0.27, 0.03, 0.06, 0.02, 0.06]
}



## 3
{
  "formula": "C2H4BrP",
  "method": "ωB97M-V with the def2-TZVPD basis set",
  "homo_lumo_gap_ev": 10.36,
  "smiles": "Br[C@H]1CP1",
  "symbols": ["C", "C", "P", "Br", "H", "H", "H", "H"],
  "xyz": [[-0.416, -0.776, 0.106], [0.065, 0.654, 0.246], [0.597, -0.162, -1.334], [-1.324, 1.899, 0.330], [-0.149, -1.593, 0.834], [-1.543, -0.616, -0.222], [0.867, 1.015, 0.788], [1.903, -0.420, -0.748]],
  "lowdin_charge": [-0.48, -1.08, 0.83, 0.65, 0.08, 0.07, 0.00, -0.07]
}



Which structure wins on stability? 2 wins.